No. 1
Density functional theory data (the ωB97M-V functional and the def2-TZVPD basis) for C8H19NO as an isolated structure in a non-equilibrium geometry.

The geometry in ORCA input format:
```
! wB97M-V def2-TZVPD RIJCOSX def2/J DEFGRID3
* xyz 0 1
C 0.427 -0.020 1.954
C -0.958 -0.461 2.360
C 0.702 1.466 2.029
C 0.992 -1.008 0.398
N 2.219 -0.487 -0.009
O 0.842 -2.211 0.552
H 1.172 -0.558 2.539
H 2.188 0.407 -0.474
H 2.796 -1.170 -0.478
H -1.138 -0.284 3.425
H 0.586 1.826 3.057
H -1.079 -1.531 2.183
H -1.723 0.069 1.790
H 0.008 2.029 1.403
H 1.725 1.703 1.733
C -0.429 -0.053 -1.316
C 0.217 -0.893 -2.398
C -1.848 -0.506 -1.041
C -0.319 1.429 -1.623
H 0.044 -0.051 0.134
H 1.236 -0.569 -2.618
H -2.435 -0.522 -1.967
H -0.820 2.052 -0.882
H 0.719 1.754 -1.726
H 0.215 -1.949 -2.123
H -0.338 -0.792 -3.337
H -1.831 -1.506 -0.603
H -2.377 0.178 -0.377
H -0.795 1.657 -2.584
*
```

Computed properties:
- ΔE to the lowest compared entry with this formula, charge and spin (eV) = 3.843
- orbital gap (eV) = 8.5504
- LUMO level (eV) = 0.780
- E_tot (Eh) = -446.09148


No. 2
Density functional theory data (the ωB97M-V functional and the def2-TZVPD basis) for a 3-piece molecular cluster, C8H19NSi overall in a non-equilibrium geometry.

The geometry in ORCA input format:
```
! wB97M-V def2-TZVPD RIJCOSX def2/J DEFGRID3
* xyz 0 1
C -2.364 1.996 -1.807
C -1.906 2.742 -0.809
C 0.158 -0.391 3.396
C -0.089 -5.140 -1.165
C 0.867 0.373 -0.897
C 2.401 2.404 -0.403
C -0.283 0.337 2.087
C -0.537 -3.918 -1.342
N 1.443 1.378 0.114
Si 0.834 1.825 1.705
H -3.281 1.785 -2.144
H -1.472 1.480 -2.224
H -2.583 3.271 -0.210
H -0.523 -1.159 3.609
H 1.098 -0.817 3.269
H 0.189 0.407 4.264
H -0.850 2.748 -0.442
H -0.577 -5.710 -0.480
H 0.582 -5.699 -1.794
H -0.244 0.544 -0.797
H 1.264 0.593 -1.884
H 0.964 -0.760 -0.669
H 2.252 2.808 -1.438
H 2.397 3.333 0.147
H 3.380 1.990 -0.548
H -1.350 0.693 2.088
H -0.348 -0.367 1.264
H -1.381 -3.495 -0.833
H -0.040 -3.252 -2.057
*
```

Computed properties:
- ΔE to the lowest compared entry with this formula, charge and spin (eV) = 5.594
- orbital gap (eV) = 8.5288
- LUMO level (eV) = 0.511
- E_tot (Eh) = -660.29506


No. 3
Density functional theory data (the ωB97M-V functional and the def2-TZVPD basis) for C8H19O3PSi as an isolated structure in a non-equilibrium geometry.

The geometry in ORCA input format:
```
! wB97M-V def2-TZVPD RIJCOSX def2/J DEFGRID3
* xyz -2 1
C 1.658 2.661 1.609
C 1.052 0.672 -2.387
C -2.060 -0.270 -0.378
C -0.920 -1.695 1.786
C -0.640 -2.618 -1.061
C 0.881 1.291 1.335
C 0.704 1.560 -1.184
C 0.779 0.647 0.029
O 3.325 -0.938 -1.356
O 3.453 -0.787 1.265
O 1.487 -1.857 0.181
Si -0.051 -1.072 0.113
P 2.645 -0.785 -0.006
H 1.128 3.393 1.078
H 1.592 2.831 2.602
H 2.702 2.720 1.148
H 0.185 0.008 -2.443
H 0.999 1.297 -3.363
H 1.910 0.069 -2.305
H -2.093 -0.030 -1.515
H -2.732 -1.093 -0.316
H -2.416 0.655 0.191
H -0.032 -2.090 2.216
H -1.294 -0.889 2.243
H -1.643 -2.510 1.722
H -0.574 -3.463 -0.347
H -1.641 -2.643 -1.446
H -0.119 -2.975 -1.916
H 1.444 0.614 2.144
H -0.181 1.318 1.632
H 1.354 2.400 -1.066
H -0.340 1.999 -1.471
*
```

Computed properties:
- ΔE to the lowest compared entry with this formula, charge and spin (eV) = 0.010
- orbital gap (eV) = 5.7824
- LUMO level (eV) = 6.002
- E_tot (Eh) = -1172.77557


No. 4
Density functional theory data (the ωB97M-V functional and the def2-TZVPD basis) for C8H20ClMgNO3 as an isolated structure in a non-equilibrium geometry.

The geometry in ORCA input format:
```
! wB97M-V def2-TZVPD RIJCOSX def2/J DEFGRID3
* xyz 0 1
Mg -0.159 0.722 -0.730
C -0.014 -3.721 -0.861
C -0.046 -2.322 -0.229
O -0.397 -1.181 -1.002
H 0.464 -4.422 -0.176
H 0.388 -3.770 -1.873
H -1.046 -4.048 -0.989
H 0.969 -2.096 0.097
H -0.592 -2.440 0.707
Cl -0.401 2.564 -2.001
C 2.585 0.508 -1.962
O 1.768 0.627 -0.768
C 2.510 0.798 0.388
C 1.481 0.675 1.591
N 0.261 1.414 1.127
C -0.925 1.164 2.067
C -2.175 1.403 1.247
O -2.048 0.857 -0.063
C -3.140 0.558 -0.839
H 3.187 -0.393 -2.077
H 3.164 1.414 -2.144
H 1.969 0.452 -2.860
H 3.074 1.726 0.479
H 3.151 -0.081 0.459
H 1.752 1.130 2.544
H 1.279 -0.396 1.563
H 0.464 2.339 1.476
H -0.844 1.488 3.105
H -0.967 0.077 2.137
H -2.286 2.483 1.149
H -3.086 1.159 1.793
H -4.113 0.477 -0.354
H -2.909 -0.392 -1.322
H -3.318 1.227 -1.680
*
```

Computed properties:
- ΔE to the lowest compared entry with this formula, charge and spin (eV) = 1.783
- orbital gap (eV) = 8.1195
- LUMO level (eV) = 0.319
- E_tot (Eh) = -1257.60470


No. 5
Density functional theory data (the ωB97M-V functional and the def2-TZVPD basis) for an isolated ion of composition C8H20FN4O and charge +1.

The geometry in ORCA input format:
```
! wB97M-V def2-TZVPD RIJCOSX def2/J DEFGRID3
* xyz 1 1
C 1.125 -2.979 0.429
C 1.994 -1.900 -0.176
F 2.325 -2.217 -1.460
N 1.301 -0.566 -0.293
C 2.216 0.457 -0.893
C 1.486 1.764 -1.136
O 0.501 2.110 -0.189
C 0.217 1.344 0.969
C -1.303 1.262 1.148
C -2.164 0.658 0.006
N -3.538 0.936 0.362
N -1.791 -0.765 -0.161
N -2.019 1.225 -1.324
C 0.884 -0.048 1.038
H 0.090 -2.660 0.544
H 1.138 -3.837 -0.244
H 1.508 -3.299 1.397
H 2.922 -1.712 0.368
H 0.467 -0.719 -0.876
H 2.600 0.084 -1.839
H 3.045 0.557 -0.190
H 2.237 2.557 -1.200
H 0.990 1.722 -2.113
H 0.613 1.876 1.841
H -1.436 0.642 2.046
H -1.712 2.242 1.393
H -4.154 0.629 -0.383
H -3.811 0.491 1.231
H -2.243 -1.081 -1.018
H -2.202 -1.317 0.590
H -1.086 1.102 -1.693
H -2.200 2.223 -1.298
H 1.797 -0.020 1.637
H 0.201 -0.758 1.486
*
```

Computed properties:
- ΔE to the lowest compared entry with this formula, charge and spin (eV) = 0.110
- orbital gap (eV) = 10.1162
- LUMO level (eV) = -2.459
- SMILES = C[C@@H](F)[N@@H+]1CCO[C@@H](CC(N)(N)N)C1
- E_tot (Eh) = -710.71481


No. 6
Density functional theory data (the ωB97M-V functional and the def2-TZVPD basis) for a 2-piece molecular cluster, C8H20FNO7PS overall in a non-equilibrium geometry.

The geometry in ORCA input format:
```
! wB97M-V def2-TZVPD RIJCOSX def2/J DEFGRID3
* xyz -1 1
C 3.194 0.685 0.974
C 2.354 -0.176 0.004
O 1.154 -0.700 0.617
P 0.005 0.409 0.884
O 0.024 0.721 2.319
C -1.571 -0.460 0.523
C -2.478 0.182 -0.552
N -3.295 1.285 0.006
S -5.178 0.745 0.645
O -5.122 1.018 2.075
O -5.434 -0.683 0.423
F -6.556 1.849 -0.017
O 0.310 1.688 -0.060
C -0.354 2.895 0.336
C 0.530 4.093 -0.065
H 2.581 1.371 1.565
H 3.916 1.258 0.380
H 3.744 0.012 1.639
H 2.185 0.319 -0.958
H 2.972 -1.054 -0.221
H -2.148 -0.505 1.454
H -1.388 -1.493 0.204
H -1.822 0.586 -1.340
H -3.077 -0.603 -1.026
H -3.377 2.045 -0.659
H -2.801 1.651 0.826
H -1.269 2.991 -0.256
H -0.540 2.974 1.411
H 0.043 5.038 0.201
H 1.520 4.020 0.393
H 0.625 4.057 -1.157
O 3.295 -2.994 -0.774
C 2.353 -3.732 -1.184
C 2.965 -5.333 -1.461
O 2.023 -6.048 -1.896
H 1.868 -3.452 -2.138
H 1.493 -3.883 -0.505
H 3.417 -5.607 -0.489
H 3.838 -5.170 -2.120
*
```

Computed properties:
- orbital gap (eV) = 1.5281
- LUMO level (eV) = -0.979
- E_tot (Eh) = -1737.53362